No. 1
This record from the Open Molecules 2025 dataset describes a structure of composition C25H38N3O8P2V. The level of theory is wB97M-V/def2-TZVPD.

The multiplicity is 3. The calculation puts the HOMO energy (spin up / spin down) at -14.97 / -15.15 eV. As for the total charge: +2. The expectation value of S² is 2.01. The frontier orbital gap (spin up / spin down) comes out at 8.5 / 9.2 eV. The calculation puts the largest force on an atom at 0.43 eV/Å.

CARTESIAN COORDINATES (ANGSTROEM)
V (0.29, -0.31, -0.16)
O (2.22, 0.26, 3.31)
C (1.51, 0.35, 2.35)
N (1.76, -0.14, 1.06)
C (3.06, -0.39, 0.61)
O (4.02, -0.67, 1.26)
C (3.11, -0.22, -0.89)
C (4.31, -0.22, -1.58)
C (4.28, 0.03, -2.95)
C (3.06, 0.26, -3.57)
C (1.90, 0.24, -2.81)
N (1.93, 0.01, -1.49)
C (0.19, 1.07, 2.36)
C (-0.24, 1.79, 3.45)
C (-1.42, 2.51, 3.34)
C (-2.12, 2.49, 2.14)
C (-1.63, 1.74, 1.09)
N (-0.49, 1.04, 1.20)
H (5.23, -0.39, -1.04)
H (5.20, 0.05, -3.52)
H (3.00, 0.46, -4.63)
H (0.93, 0.42, -3.25)
H (0.36, 1.79, 4.35)
H (-1.79, 3.10, 4.17)
H (-3.03, 3.05, 2.01)
H (-2.13, 1.70, 0.13)
C (-5.24, -1.09, -0.76)
C (-3.97, -0.37, -1.12)
C (-4.18, 0.98, -1.76)
O (-3.27, -1.26, -2.09)
P (-1.75, -1.25, -2.42)
O (-0.97, -0.15, -1.74)
C (-1.11, -2.85, -1.87)
P (-1.17, -3.08, -0.08)
O (-0.89, -1.73, 0.56)
O (-2.57, -3.58, 0.33)
C (-3.01, -5.01, 0.22)
C (-4.39, -4.98, -0.39)
C (-2.96, -5.60, 1.61)
O (-0.14, -4.18, 0.30)
C (1.32, -3.91, 0.39)
C (1.67, -3.68, 1.84)
C (2.02, -5.09, -0.23)
O (-1.53, -1.15, -3.94)
C (-2.37, -1.60, -5.10)
C (-2.81, -3.03, -4.91)
C (-3.50, -0.63, -5.29)
H (-5.80, -0.49, -0.03)
H (-5.03, -2.06, -0.32)
H (-5.87, -1.22, -1.64)
H (-3.31, -0.31, -0.25)
H (-4.82, 0.89, -2.63)
H (-3.23, 1.44, -2.06)
H (-4.67, 1.64, -1.05)
H (-0.07, -2.93, -2.21)
H (-1.67, -3.66, -2.35)
H (-2.30, -5.51, -0.44)
H (-5.09, -4.47, 0.28)
H (-4.74, -6.00, -0.53)
H (-4.39, -4.48, -1.35)
H (-3.63, -5.06, 2.28)
H (-1.95, -5.58, 2.01)
H (-3.28, -6.64, 1.57)
H (1.51, -3.01, -0.21)
H (1.49, -4.58, 2.42)
H (1.08, -2.86, 2.26)
H (2.72, -3.42, 1.92)
H (1.78, -6.00, 0.32)
H (3.09, -4.94, -0.19)
H (1.72, -5.23, -1.28)
H (-1.66, -1.53, -5.91)
H (-3.50, -3.13, -4.07)
H (-1.96, -3.70, -4.77)
H (-3.34, -3.36, -5.80)
H (-4.25, -0.72, -4.50)
H (-3.99, -0.85, -6.24)
H (-3.14, 0.40, -5.34)



No. 2
This record from the Open Molecules 2025 dataset describes a cluster of 2 separate species, C3H9NO in total at a distorted geometry. The level of theory is wB97M-V/def2-TZVPD.

The calculation puts the HOMO energy at -8.88 eV. Its relative energy (zero: lowest compared OMol25 entry of this formula, charge and spin) is 45.8 kcal per mole. As for the total charge: 0. The frontier orbital gap comes out at 9.5 eV. The calculation puts the largest force on an atom at 1.71 eV/Å. Its SMILES is C=CCN.O.

CARTESIAN COORDINATES (ANGSTROEM)
C (-0.72, 1.54, -1.66)
C (-0.48, 0.86, -0.54)
C (-1.36, -0.29, -0.06)
N (-0.67, -1.18, 0.87)
H (0.02, 2.20, -2.09)
H (-1.71, 1.55, -2.11)
H (0.19, 1.30, 0.19)
H (-2.27, 0.03, 0.43)
H (-1.50, -0.86, -0.98)
H (0.33, -1.22, 0.73)
H (-0.70, -0.81, 1.82)
O (2.47, -0.60, 0.94)
H (2.95, -0.18, 1.65)
H (3.09, -1.18, 0.48)



No. 3
This record from the Open Molecules 2025 dataset describes a cluster of 3 separate species, C18H28BN2O10 in total at a distorted geometry. The level of theory is wB97M-V/def2-TZVPD.

The calculation puts the HOMO energy at -12.36 eV. As for the total charge: +1. The frontier orbital gap comes out at 9.4 eV. The calculation puts the largest force on an atom at 3.47 eV/Å.

CARTESIAN COORDINATES (ANGSTROEM)
C (0.85, -0.56, -0.29)
C (1.01, 0.89, -0.77)
C (0.01, 1.30, -1.89)
C (-0.75, 2.54, -1.54)
C (-0.62, 3.77, -2.06)
B (0.36, 4.30, -3.21)
C (1.88, 4.40, -2.94)
O (-0.18, 4.65, -4.42)
N (-1.51, 4.57, -1.34)
C (-2.15, 3.86, -0.42)
C (-3.13, 4.40, 0.55)
C (-2.40, 4.71, 1.89)
C (-1.60, 5.94, 1.94)
O (-1.04, 4.49, 1.88)
N (-1.73, 2.61, -0.54)
C (-2.17, 1.50, 0.30)
C (-2.61, 0.26, -0.45)
O (-2.48, -0.82, 0.04)
O (-3.26, 0.45, -1.62)
H (0.21, -0.60, 0.59)
H (1.82, -0.94, 0.02)
H (0.40, -1.20, -1.05)
H (2.02, 1.08, -1.12)
H (0.85, 1.55, 0.08)
H (0.55, 1.52, -2.81)
H (-0.68, 0.49, -2.08)
H (2.09, 4.47, -1.87)
H (2.30, 5.27, -3.44)
H (2.41, 3.52, -3.30)
H (-0.87, 5.32, -4.39)
H (-1.62, 5.55, -1.49)
H (-3.55, 5.33, 0.16)
H (-3.90, 3.68, 0.77)
H (-2.95, 4.45, 2.79)
H (-1.11, 6.27, 2.85)
H (-1.19, 6.33, 1.02)
H (-1.35, 1.21, 0.95)
H (-2.99, 1.82, 0.93)
H (-2.95, 1.23, -2.10)
C (1.44, -4.50, -0.32)
C (1.05, -5.20, -1.61)
O (1.63, -4.34, -2.60)
C (2.65, -3.66, -2.03)
O (3.43, -2.99, -2.62)
O (2.66, -3.84, -0.69)
H (1.60, -5.19, 0.50)
H (0.71, -3.75, -0.02)
H (1.49, -6.19, -1.70)
H (-0.03, -5.26, -1.76)
C (2.10, -6.57, 4.93)
C (0.78, -5.96, 4.51)
O (0.88, -5.98, 3.08)
C (1.77, -6.94, 2.73)
O (1.95, -7.31, 1.62)
O (2.42, -7.41, 3.81)
H (2.04, -7.16, 5.84)
H (2.89, -5.82, 5.04)
H (-0.08, -6.58, 4.80)
H (0.63, -4.95, 4.87)



No. 4
This record from the Open Molecules 2025 dataset describes a structure of composition C26H43CeN3P2 at a distorted geometry. The level of theory is wB97M-V/def2-TZVPD.

The calculation puts the HOMO energy (spin up / spin down) at -13.80 / -13.80 eV. Its relative energy (zero: lowest compared OMol25 entry of this formula, charge and spin) is 0.0 kcal per mole. As for the total charge: +2. The frontier orbital gap (spin up / spin down) comes out at 5.6 / 5.5 eV. The calculation puts the largest force on an atom at 3.04 eV/Å.

CARTESIAN COORDINATES (ANGSTROEM)
Ce (-0.91, 1.19, 0.09)
C (0.11, 0.78, 2.43)
C (1.15, 1.38, 1.65)
C (-0.51, 2.98, 2.01)
C (-0.92, 1.75, 2.64)
C (0.75, 2.74, 1.37)
C (0.21, -0.56, 3.06)
H (0.21, -1.40, 2.35)
H (-0.64, -0.72, 3.74)
H (1.13, -0.63, 3.65)
C (-2.11, 1.60, 3.55)
H (-1.86, 0.94, 4.39)
H (-2.97, 1.15, 3.04)
H (-2.42, 2.59, 3.91)
C (-1.21, 4.29, 2.12)
H (-1.52, 4.52, 3.16)
H (-2.14, 4.33, 1.53)
H (-0.59, 5.11, 1.75)
C (1.56, 3.76, 0.64)
H (1.19, 4.78, 0.80)
H (1.52, 3.57, -0.44)
H (2.62, 3.69, 0.93)
C (2.49, 0.81, 1.32)
H (3.29, 1.49, 1.66)
H (2.63, 0.61, 0.25)
H (2.65, -0.13, 1.86)
C (0.45, -3.75, 1.35)
C (1.56, -3.93, 2.06)
C (2.95, -3.64, 1.58)
C (3.31, -4.34, 0.24)
C (3.38, -3.46, -0.97)
C (2.55, -2.45, -1.24)
C (1.38, -2.09, -0.36)
C (0.44, -3.28, -0.07)
H (3.66, -4.02, 2.34)
H (2.64, -5.20, 0.07)
H (3.18, -2.56, 1.49)
H (0.74, -4.08, -0.76)
H (-0.53, -4.01, 1.79)
H (1.50, -4.40, 3.05)
H (-0.60, -2.99, -0.30)
H (1.69, -1.63, 0.58)
H (2.70, -1.80, -2.11)
H (0.78, -1.32, -0.87)
H (4.32, -4.76, 0.33)
H (4.24, -3.67, -1.62)
P (-1.13, -0.41, -2.43)
P (-1.13, 2.68, -2.18)
C (-1.59, 0.57, -3.97)
C (-2.04, 2.00, -3.63)
H (-2.40, 0.02, -4.48)
H (-0.71, 0.57, -4.64)
H (-1.92, 2.66, -4.50)
H (-3.11, 2.01, -3.36)
C (-1.49, 4.45, -2.06)
H (-0.95, 4.86, -1.19)
H (-2.57, 4.56, -1.88)
H (-1.19, 5.01, -2.96)
C (0.64, 2.51, -2.68)
H (0.73, 2.58, -3.77)
H (1.05, 1.53, -2.37)
H (1.27, 3.28, -2.21)
C (-2.69, -1.43, -2.35)
H (-3.09, -1.40, -1.33)
H (-2.43, -2.47, -2.61)
H (-3.43, -1.04, -3.05)
C (-0.16, -1.71, -3.31)
H (-0.68, -2.04, -4.22)
H (-0.06, -2.57, -2.63)
H (0.85, -1.36, -3.57)
N (-2.61, -0.29, 0.54)
C (-3.17, -0.98, 1.34)
N (-3.85, -1.67, 2.16)
C (-3.29, -2.29, 3.20)
N (-2.85, -2.85, 4.12)